C4H6FNOS | ωB97M-V with the def2-TZVPD basis set

## Properties
- Structure (SMILES): C/C(=N/O)S/C=C\F
- Energy above the lowest of the compared OMol25 structures with the same formula, charge and spin: 291.8 kJ/mol
- Orbital gap: 9.84 eV
- HOMO level: -9.08 eV

Geometry (Å):
C: -0.22327 2.31942 -0.44353
C: -0.05554 0.88930 -0.79213
N: 0.76557 0.59489 -1.71717
O: 0.86643 -0.70500 -2.07674
S: -1.04793 -0.34425 0.02839
C: 0.17828 -1.22308 0.90814
C: -0.13086 -2.15724 1.75487
F: -1.40640 -2.50744 1.94756
H: -0.22243 2.92398 -1.33016
H: 0.60553 2.64043 0.23388
H: -1.15209 2.49717 0.08974
H: 0.10122 -1.20158 -1.69987
H: 1.23033 -0.99051 0.73218
H: 0.49116 -2.73610 2.36484



C18H15F6N8O7PZn | ωB97M-V with the def2-TZVPD basis set

## Properties
- Energy above the lowest of the compared OMol25 structures with the same formula, charge and spin: 0.0 kJ/mol
- 2S+1: 2
- Net charge: +1
- Orbital gap (spin up / spin down): 6.46 / 3.40 eV
- HOMO level (spin up / spin down): -11.14 / -11.14 eV

Geometry (Å):
Zn: 0.15130 -0.45086 0.41303
N: -0.27099 -2.34442 4.10204
C: -0.01776 -1.15309 4.65897
C: 0.38953 -0.30538 3.60591
N: 0.37255 -0.99149 2.47567
C: -0.04479 -2.24550 2.75718
C: -0.26257 -3.13413 1.71347
N: -0.03959 -2.72577 0.44786
C: -0.40181 -3.71174 -0.35250
C: -0.87599 -4.79344 0.42237
N: -0.76908 -4.40596 1.69877
H: -0.63945 -3.14014 4.60190
H: -0.14234 -0.95872 5.71027
H: 0.64124 0.74304 3.63862
H: -0.36441 -3.64407 -1.42702
H: -1.27069 -5.75171 0.13100
H: -1.08697 -4.94715 2.48915
O: -3.74054 5.82200 -1.92423
N: -3.08112 5.54782 -0.94479
O: -2.98179 6.23100 0.05307
C: -2.32883 4.29118 -0.97400
C: -1.55211 3.95138 0.10399
C: -0.83682 2.75965 0.05872
C: -0.88791 1.84588 -1.04951
O: -0.30419 0.72444 -1.07883
C: -1.70245 2.30601 -2.13296
C: -2.41452 3.47571 -2.09491
N: -1.83775 1.50368 -3.35989
O: -2.77005 1.76152 -4.08873
O: -1.01703 0.63245 -3.57664
N: -0.06006 2.46717 1.22960
O: 0.78638 1.54884 1.19476
O: -0.22091 3.11738 2.23335
H: -1.49688 4.59977 0.96480
H: -3.03498 3.75725 -2.93388
F: -2.10414 -1.19345 -0.21235
P: -3.09560 -0.61640 0.97496
F: -3.90097 -0.04720 2.21282
F: -2.46783 -1.81626 1.95781
F: -3.56331 0.54956 0.01670
F: -4.24445 -1.60351 0.51919
F: -1.77217 0.30716 1.43413
C: 5.63892 -0.55324 -2.91340
C: 4.37527 -0.57453 -2.11048
C: 3.13406 -0.77622 -2.70322
C: 1.99212 -0.78090 -1.92743
N: 2.02061 -0.61368 -0.60046
C: 3.20974 -0.41249 -0.02482
C: 4.39325 -0.38406 -0.72970
H: 5.43081 -0.55188 -3.98082
H: 6.24870 -1.42848 -2.68594
H: 6.23196 0.32907 -2.67490
H: 3.04720 -0.90397 -3.77356
H: 1.01243 -0.86583 -2.38242
H: 3.20425 -0.24527 1.04563
H: 5.32253 -0.20101 -0.20834



C34H45CsFN5O9S4Si | ωB97M-V with the def2-TZVPD basis set

## Properties
- Energy above the lowest of the compared OMol25 structures with the same formula, charge and spin: 5.4 kJ/mol
- Net charge: -2
- Orbital gap: 5.09 eV
- HOMO level: -2.27 eV

Geometry (Å):
Cs: 0.51717 1.02001 0.30079
C: -1.55474 -0.92496 2.47835
Si: -0.01917 -1.49760 3.40175
C: -0.22472 -3.37383 3.57929
C: -0.13645 -0.78832 5.15656
N: 1.35103 -0.99104 2.54417
C: 2.61286 -1.38916 2.73456
C: 3.10587 -2.19611 3.80326
C: 4.42337 -2.61420 3.90205
C: 5.37122 -2.25400 2.95312
C: 4.95341 -1.44118 1.89780
C: 3.64654 -1.03762 1.81936
F: 3.31026 -0.23740 0.75376
H: -2.45585 -1.32372 2.95529
H: -1.52933 -1.28100 1.44290
H: -1.65288 0.16497 2.46007
H: -1.11908 -3.60133 4.16883
H: 0.62979 -3.85097 4.06419
H: -0.34224 -3.83240 2.59439
H: -1.07118 -1.08442 5.64334
H: -0.10287 0.30374 5.12372
H: 0.69302 -1.12586 5.78399
H: 2.40112 -2.49410 4.57079
H: 4.71339 -3.23537 4.74370
H: 6.39973 -2.58204 3.02602
H: 5.63965 -1.11455 1.12486
C: -6.74081 0.88548 -1.89028
C: -6.25394 0.40195 -3.25740
S: -4.48639 0.42100 -3.61241
C: -3.77683 -0.72621 -2.40828
C: -3.67616 -0.25616 -0.95690
S: -2.89339 1.36986 -0.82315
C: -3.90146 2.20540 0.41635
C: -5.42192 2.14583 0.27684
S: -6.13334 2.51596 -1.35787
H: -6.47533 0.16394 -1.12153
H: -7.83276 0.92543 -1.91958
H: -6.67876 1.03694 -4.03869
H: -6.65451 -0.60469 -3.41678
H: -2.76885 -0.92728 -2.78239
H: -4.31689 -1.67629 -2.45268
H: -3.06118 -0.98048 -0.42427
H: -4.65225 -0.21545 -0.48030
H: -3.54571 3.23426 0.37376
H: -3.64384 1.84400 1.41573
H: -5.85044 2.86742 0.97520
H: -5.80591 1.17130 0.57855
C: 5.19441 -1.14215 -3.09415
N: 3.85116 -1.58462 -3.40417
C: 3.08544 -2.04608 -2.24856
C: 3.22984 -1.16217 -4.53715
S: 3.88344 0.03913 -5.52475
N: 2.05951 -1.78165 -4.81954
C: 1.09012 -1.19759 -5.72322
C: 1.84043 -3.19982 -4.56193
H: 5.61748 -1.83330 -2.36312
H: 5.19742 -0.13326 -2.66993
H: 5.80494 -1.13314 -3.99317
H: 3.32049 -1.42934 -1.37864
H: 3.31616 -3.08498 -1.99929
H: 2.02178 -1.96538 -2.44771
H: 1.15619 -0.11481 -5.68565
H: 0.10168 -1.51490 -5.38886
H: 1.26210 -1.51982 -6.75719
H: 2.71238 -3.63683 -4.08228
H: 1.69292 -3.70145 -5.52576
H: 0.94914 -3.34619 -3.94833
O: -1.21723 3.57738 1.35787
C: -0.30145 4.27570 0.88103
O: 0.52925 3.99620 -0.00409
C: -0.16754 5.68438 1.49542
C: -1.04012 6.09042 2.49553
C: -0.89855 7.35366 3.04434
C: 0.08333 8.23772 2.64149
C: 0.93361 7.80109 1.64431
C: 0.82900 6.54803 1.06315
N: 1.99322 8.72281 1.19325
O: 2.05483 9.81933 1.72182
O: 2.74319 8.34238 0.31993
N: -1.82602 7.79039 4.10460
O: -1.66200 8.89967 4.58170
O: -2.69905 7.02177 4.44858
H: -1.80844 5.40560 2.82450
H: 0.18135 9.21589 3.08166
H: 1.50230 6.21907 0.28450
O: -0.73233 -5.07174 -2.61521
C: 0.09426 -4.74160 -1.57099
C: 0.84150 -5.73690 -0.94556
C: 1.67356 -5.43417 0.12260
C: 1.75334 -4.12958 0.58325
C: 0.99331 -3.14946 -0.04039
C: 0.16678 -3.41833 -1.12786
C: -0.55880 -2.24243 -1.79766
O: -0.75111 -2.31262 -3.02664
O: -0.85334 -1.29059 -1.03332
H: -0.67957 -6.02548 -2.73193
H: 0.76250 -6.76051 -1.30384
H: 2.24935 -6.22186 0.59448
H: 2.38705 -3.86732 1.42192
H: 1.04752 -2.13033 0.32415